No. 1
C16H24HgN2O8 | wB97M-V/def2-TZVPD

Structure (XYZ):
```
51
Properties=species:S:1:pos:R:3:forces:R:3
H 2.825 -3.878 -0.422 0.03 0.06 -0.01
C -2.879 -1.473 0.727 0.09 -0.14 0.16
O -4.711 1.834 0.593 -0.08 -0.06 0.06
O -3.807 -2.125 1.197 -0.13 0.03 0.03
N 0.882 3.002 -0.505 0.37 0.09 -0.42
H 2.527 -1.951 -0.410 0.05 0.03 -0.03
O -2.326 -1.709 -0.410 0.12 0.14 -0.05
C 1.220 -2.504 -2.085 -0.14 -0.10 0.25
Hg -1.875 -0.051 -1.911 -0.02 0.21 0.08
H -0.201 -5.411 -1.571 0.01 0.00 0.00
H 1.739 -5.251 -0.284 0.00 0.01 -0.01
O 0.523 1.770 -2.359 -0.03 0.01 -0.21
H 1.302 3.979 1.282 0.00 0.00 -0.01
H 2.417 2.679 0.893 0.01 -0.04 0.00
H 2.761 -5.079 -1.719 -0.02 0.01 -0.01
H 0.408 -5.016 -3.198 0.00 0.01 0.00
H -3.160 1.418 2.419 -0.07 -0.02 -0.07
C 2.166 -1.536 -1.359 0.02 -0.30 0.20
H -1.261 2.715 0.937 -0.03 0.13 0.01
H -0.553 -0.309 3.722 0.02 -0.01 0.00
C -2.244 -0.407 1.651 0.03 0.03 -0.06
H -1.196 2.017 3.621 -0.02 -0.01 -0.01
O 0.520 -2.080 -2.977 0.06 -0.08 -0.20
H 0.441 4.658 -1.755 0.00 -0.01 -0.03
C -3.543 1.560 0.337 0.17 0.16 -0.26
C -1.264 1.757 1.438 0.08 0.10 -0.18
H -2.524 -0.741 2.650 0.04 0.03 -0.01
H -0.810 -3.982 -2.425 -0.01 -0.01 -0.01
C -0.712 -0.301 1.535 0.02 -0.17 -0.16
O -2.966 1.733 -0.803 -0.01 -0.21 0.15
H 2.225 0.839 0.257 -0.02 -0.01 -0.04
O -0.500 0.825 0.668 -0.01 -0.36 0.17
C 2.027 0.784 -0.818 0.05 0.12 0.21
H 0.327 2.357 2.786 -0.05 0.00 0.04
C -0.552 1.707 2.798 0.06 0.00 0.01
H -0.410 4.594 -0.197 0.01 0.00 -0.02
C -2.644 1.106 1.509 -0.20 -0.05 0.21
O 1.378 -0.413 -1.129 -0.17 0.23 -0.14
C -0.041 3.993 -1.030 -0.07 0.00 0.07
H 2.527 4.219 0.026 -0.01 0.00 0.00
H -0.229 -1.177 1.107 -0.02 0.03 0.01
N 1.089 -3.788 -1.610 0.17 0.17 -0.16
C 0.066 -4.597 -2.245 -0.07 -0.02 0.01
C 2.161 -4.527 -0.983 -0.01 -0.03 0.08
H 3.035 -1.315 -1.995 -0.06 0.02 -0.05
H -0.882 3.490 -1.504 0.03 0.02 0.05
C 1.096 1.906 -1.299 -0.11 0.04 0.29
C -0.137 0.216 2.862 -0.03 -0.03 0.05
H 0.949 0.105 2.884 0.02 0.00 0.00
H 2.981 0.870 -1.358 -0.01 0.02 -0.03
C 1.834 3.488 0.464 -0.05 -0.02 0.06
```
Forces are in eV/Å.

Gap between HOMO and LUMO (alpha / beta) in Ha: 0.22920 / 0.27348
2S+1: 2
Relative energy (zero: lowest compared OMol25 entry of this formula, charge and spin) in eV: 1.216
Charge: -1
HOMO level (alpha / beta) in Eh: -0.13934 / -0.18616
Expectation value of S²: 0.75

No. 2
C30H54ClFOsP2Si2 | wB97M-V/def2-TZVPD

Structure (XYZ):
```
91
Properties=species:S:1:pos:R:3:forces:R:3
H -3.646 1.870 -3.508 -0.02 -0.28 0.09
Os 0.737 -0.034 0.634 0.16 -4.01 -4.44
C -1.012 0.616 1.758 -0.50 0.93 0.54
C -0.634 -4.221 0.745 0.48 -1.53 1.76
C -2.423 3.961 -1.801 -0.12 0.05 0.18
C 4.056 1.060 0.045 -0.05 -0.53 0.10
C -5.055 0.382 -2.812 -0.19 0.02 -0.36
H -0.568 0.872 -1.792 0.77 0.37 -0.21
F -2.143 -5.444 -0.618 0.82 1.04 0.32
H 4.651 0.396 4.528 0.00 0.26 -0.16
H 5.058 -2.990 -1.806 -0.04 0.04 0.20
H -5.692 1.070 -2.245 0.16 -0.19 -0.06
C 4.720 -2.457 -0.909 0.20 -0.03 -0.07
H -4.079 2.361 1.934 0.04 -0.16 0.15
H 3.088 -1.489 5.328 -0.23 -0.17 -0.08
C -0.267 1.770 1.299 -1.06 0.36 0.79
H 0.762 2.087 -1.381 -0.03 -0.31 -0.26
P 2.976 -0.485 0.107 -0.28 0.55 0.48
H -3.237 1.819 3.408 -0.24 0.04 -0.07
H -1.340 3.793 -1.780 -0.22 -0.03 -0.04
H 0.650 -2.917 1.892 -0.21 -0.08 -0.17
H -0.553 -5.060 1.431 -0.14 0.07 -0.26
C 2.469 -2.329 -1.980 -0.12 -0.06 -0.13
C -4.691 3.224 -0.937 -0.04 0.57 0.20
H 6.115 1.677 0.070 -0.04 -0.22 -0.02
C -3.486 0.118 -0.178 -0.55 0.10 0.31
H 1.209 0.468 -2.187 -0.13 0.50 0.02
H 2.463 -2.637 4.112 -0.07 0.21 0.17
H 3.434 1.688 4.382 0.21 -0.10 -0.06
H -5.257 2.550 -0.280 0.16 0.07 -0.19
H 1.841 2.437 1.663 -0.15 0.03 0.03
C 1.192 0.510 2.628 -0.22 0.22 0.92
H 5.850 0.201 -0.869 -0.06 0.14 0.22
Si -2.837 0.204 1.606 -0.43 -0.35 -0.88
C 0.039 -3.022 0.993 0.48 0.65 0.47
C 5.555 0.731 0.046 0.11 0.27 0.00
H 5.875 0.145 0.917 -0.13 0.07 -0.22
C 1.053 1.712 1.818 0.59 0.76 0.63
H -3.324 -0.918 -0.524 0.06 0.34 0.05
H -2.620 4.980 -1.444 0.04 -0.11 -0.14
H 2.750 2.477 -1.000 0.19 -0.17 -0.05
H -0.343 -1.041 3.110 0.06 0.03 -0.32
H 3.951 -0.784 -2.042 -0.05 -0.18 0.21
H 1.356 -1.482 4.908 0.21 -0.11 0.02
H 1.651 -1.700 -2.350 0.12 -0.19 0.18
H 4.481 2.729 -1.259 -0.18 -0.17 -0.02
H 4.573 1.384 3.041 -0.11 -0.08 0.20
H -1.795 0.293 -4.033 -0.24 -0.13 0.08
H 3.811 1.602 0.975 0.08 -0.22 -0.26
H -4.749 1.021 2.911 0.12 0.20 -0.08
H 2.893 -2.864 -2.842 -0.08 0.10 0.17
C -3.186 2.966 -0.913 -0.32 -0.56 -0.14
C 3.704 1.960 -1.145 0.01 0.06 0.02
Cl 0.262 2.117 -3.856 0.21 -0.80 1.85
H 4.381 -3.204 -0.180 0.07 0.16 -0.17
H -2.502 -1.692 3.170 -0.22 -0.14 -0.04
H -3.006 -2.288 1.570 0.07 0.16 0.15
H -3.307 -0.213 -4.817 0.12 -0.07 0.13
C -3.161 -1.497 2.315 0.13 0.06 0.20
H 5.587 -1.931 -0.492 -0.22 -0.14 -0.02
C -0.083 -1.957 0.108 2.64 2.21 2.15
H -2.114 -3.382 -2.231 0.04 -0.16 0.25
H -0.684 2.559 0.682 0.16 -0.18 -0.02
H -2.817 3.063 0.123 -0.11 0.02 -0.22
C -2.808 -0.086 -3.847 -0.03 0.08 -0.12
H -0.848 -1.277 -1.794 -0.05 -0.23 0.22
H 4.553 -1.316 1.789 -0.14 -0.22 -0.05
C 3.575 -1.519 -1.309 0.17 0.03 -0.12
C -0.094 -0.128 2.579 -0.33 0.45 1.49
C -1.516 -3.270 -1.330 -1.00 -2.04 -0.07
H -4.578 0.281 -0.136 0.17 -0.18 0.15
C -3.628 0.893 -2.993 -0.16 0.20 0.26
Si 2.749 -0.346 3.198 0.09 -0.10 -0.51
C 3.976 0.910 3.829 0.08 0.00 0.18
H 3.080 -2.306 1.696 -0.03 0.28 -0.10
H -5.095 3.151 -1.956 0.12 0.00 0.23
H -5.066 -0.597 -2.315 -0.01 0.20 -0.10
H -2.752 3.898 -2.848 0.10 0.00 0.23
C -3.825 1.486 2.543 0.15 0.06 0.26
C -1.419 -4.299 -0.399 -1.48 0.23 -2.37
C 0.456 1.237 -1.994 -0.04 0.33 -1.89
C 2.368 -1.619 4.509 -0.02 0.01 0.15
H -2.741 -1.076 -3.372 -0.01 0.23 -0.05
H -4.873 4.250 -0.587 -0.15 -0.13 -0.07
H -4.203 -1.537 2.660 0.22 -0.08 -0.04
P -2.730 1.226 -1.399 0.61 0.01 -0.18
H 2.051 -3.077 -1.293 -0.01 0.21 -0.12
H -5.506 0.259 -3.805 -0.05 -0.07 0.18
C 3.458 -1.272 1.680 0.78 0.03 0.25
H 3.649 1.394 -2.086 0.02 0.20 0.18
C -0.817 -2.090 -1.068 -0.69 1.26 -2.04
```
Forces are in eV/Å.

Gap between HOMO and LUMO (alpha / beta) in Ha: 0.14249 / 0.20448
2S+1: 5
Relative energy (zero: lowest compared OMol25 entry of this formula, charge and spin) in eV: 0.400
HOMO level (alpha / beta) in Eh: -0.13361 / -0.27967
Expectation value of S²: 6.03

No. 3
C5H14O | wB97M-V/def2-TZVPD

Structure (XYZ):
```
20
Properties=species:S:1:pos:R:3:forces:R:3
H -0.494 -1.160 -3.692 0.41 -0.31 -0.13
H -2.215 -1.440 -1.222 0.25 0.03 -0.13
H 0.918 0.377 3.280 0.34 0.06 -0.05
H 0.204 -0.976 0.470 -0.05 0.49 0.17
C 0.256 2.364 2.768 0.47 -0.84 -0.48
H -0.424 0.382 -2.063 0.43 0.05 0.46
C -0.417 -0.600 -1.578 -0.82 -0.94 -0.48
C 0.646 -0.813 -0.505 0.87 -0.48 -0.72
H 1.231 -1.712 -0.718 -0.27 -0.25 -0.01
H 0.697 3.363 2.763 -0.27 -0.06 -0.03
C -0.327 -1.652 -2.736 -0.07 0.84 1.05
H 0.574 -2.254 -2.631 0.21 0.32 -0.59
H -1.126 -2.349 -2.585 -0.63 -0.55 -0.05
H 1.435 -0.067 -0.530 -0.23 0.55 0.39
H 2.196 1.616 3.412 0.20 -0.25 -0.09
H -0.322 2.192 1.860 -0.08 0.37 -0.07
O -1.703 -0.682 -0.926 -0.11 0.25 0.05
H -0.449 2.239 3.584 0.11 0.26 0.27
C 1.359 1.267 2.813 -1.07 0.32 0.36
H 1.657 0.981 1.806 0.30 0.14 0.08
```
Forces are in eV/Å.

Gap between HOMO and LUMO in Ha: 0.41474
Relative energy (zero: lowest compared OMol25 entry of this formula, charge and spin) in eV: 1.023
SMILES: CC(C)O.CC
HOMO level in Eh: -0.37670